A molecular structure, C6H10O4 at a distorted geometry. Source: OMol25; level of theory: the ωB97M-V functional and the def2-TZVPD basis.

Kohn-Sham gap = 9.052 eV
Maximum force = 6.8 eV/A
Net charge = 0

XYZ file:
```
20
Properties=species:S:1:pos:R:3:forces:R:3
C 1.66251 0.91097 -1.14734 -5.927 -2.496 -0.482
C -0.67077 1.30705 0.07656 -0.194 0.737 1.481
C -1.69418 1.61968 -0.96101 2.659 -5.242 -3.400
C -1.13269 -1.58494 0.29461 -2.903 -2.030 -2.299
C 1.75098 -1.12963 1.27860 2.124 2.174 -1.861
C 0.29709 0.13031 0.09348 1.485 3.119 -2.781
O 1.32992 0.98022 -2.29233 1.139 0.079 1.091
O -0.63601 2.09075 1.00267 0.590 0.043 0.426
O -0.18323 -0.94281 -0.61016 -1.068 -1.437 1.646
O 0.79999 -0.06526 1.34600 0.005 -0.922 -1.325
H 2.44852 1.30791 -0.62642 2.650 1.255 1.165
H -2.44379 0.82699 -0.98390 -0.417 0.320 0.354
H -1.98970 2.55676 -0.79557 -1.585 3.470 0.475
H -1.23656 1.45734 -2.01447 -0.559 0.626 1.530
H -1.63176 -0.93317 0.97371 0.204 0.925 0.634
H -0.80831 -2.47052 0.82145 1.050 0.115 0.230
H -2.07684 -2.06605 -0.24522 2.097 1.246 0.125
H 2.41769 -1.09425 0.30824 -1.696 -0.256 1.429
H 1.36451 -2.07758 1.47054 -0.792 -1.526 0.073
H 2.43264 -0.82377 2.01054 1.136 -0.199 1.489
```
Positions in Å, forces in eV/Å.